No. 1
Formula: C5H13NO
Source: the OMol25 dataset
Level of theory: ωB97M-V/def2-TZVPD

```
20
Properties=species:S:1:pos:R:3:forces:R:3
H -2.091572 1.098638 -0.150135 0.5 0.4 -0.6
N -0.176027 2.924414 -0.923041 0.7 0.1 -0.4
H 0.669757 3.473825 -1.010588 -0.2 0.3 0.1
H -0.280941 2.325753 -1.730628 -0.4 -0.2 0.4
H -0.680464 -1.265835 1.386869 -0.1 -0.1 -0.1
H -0.847243 -2.864128 0.579655 -0.2 0.2 0.1
H 1.704936 -0.358235 -1.304566 -0.2 0.3 -0.3
H -1.719837 1.212067 1.495323 0.2 0.7 0.2
C -0.157380 -2.153296 1.038700 0.4 -0.5 -0.1
H 1.336305 -2.777588 -0.395597 0.3 -0.6 0.5
H -0.121610 -0.364131 -1.182154 0.1 0.7 0.5
O 0.146352 3.044119 1.302785 0.0 -0.1 0.1
C -1.243399 1.283546 0.514935 -1.2 -1.2 1.1
C 0.796206 -0.933529 -1.158577 -0.7 -1.5 0.1
H -0.634505 0.386490 0.537783 0.2 0.2 -0.4
H 1.844804 -1.431074 0.631189 0.0 -0.3 0.2
H 0.242548 -2.636182 1.933628 -0.1 -0.1 0.0
C 1.004632 -1.875693 0.094745 0.1 1.4 -1.0
C -0.377649 2.481642 0.366762 0.0 0.3 -0.5
H 0.585088 -1.570804 -2.027089 0.6 0.0 -0.1
```
Positions in Å, forces in eV/Å.

Molar mass   103.16 g mol⁻¹
Total charge   0
Lowest unoccupied orbital energy   0.849 eV
Maximum force   0.0400 hartree/bohr
Calculated total energy   -8933.3409 eV

And the Mulliken charges, in e, turn out to be: 0.36 -0.45 0.25 0.25 0.26 0.24 0.24 0.39 -0.85 0.35 0.19 -0.58 -0.47 -0.87 -0.46 0.30 0.31 -0.43 0.61 0.36

=====

No. 2
Formula: C5H13NO
Source: the OMol25 dataset
Level of theory: ωB97M-V/def2-TZVPD

```
20
Properties=species:S:1:pos:R:3:forces:R:3
C -0.108318 -0.189694 2.617910 0.0 0.3 0.3
H 1.434084 1.738182 -1.382187 -0.2 0.1 0.0
H -1.616255 -0.174897 0.409742 -0.4 -0.1 1.2
H 2.532397 0.371103 -3.326958 0.0 0.1 0.1
H -0.543761 -0.567593 -1.866532 0.2 -0.2 0.0
H 0.393998 0.278121 1.767846 0.2 -0.1 0.1
H 0.618920 -0.676886 3.274649 0.1 -0.2 -0.3
H 2.826927 -0.472270 -1.782185 0.1 0.3 -0.1
N -1.167448 1.061740 -0.726019 1.1 0.7 -0.4
H -1.934853 1.353238 -1.323184 -0.1 -0.2 0.0
H -1.764114 -1.536643 2.950054 0.0 0.1 0.0
C -0.163483 0.365025 -1.463935 -0.4 0.4 -0.8
H -0.736568 1.910213 -0.365159 -0.3 0.0 0.2
C 2.055694 -0.097784 -2.463890 -0.3 -0.3 0.2
H -0.501936 0.623883 3.238520 -0.4 -0.1 -0.3
C -1.171113 -1.157434 2.111430 0.1 -0.2 0.3
H -0.682564 -2.050066 1.695357 0.1 0.1 -0.2
C 1.062375 0.791298 -1.760657 0.2 -0.6 0.4
H 1.535652 -0.992515 -2.806612 0.0 0.0 -0.2
O -2.069626 -0.577024 1.201809 0.0 0.0 -0.4
```
Positions in Å, forces in eV/Å.

Molar mass   103.16 g mol⁻¹
Total charge   0
Lowest unoccupied orbital energy   0.965 eV
Maximum force   0.0255 hartree/bohr
Calculated total energy   -8932.4976 eV

And the Mulliken charges, in e, turn out to be: -0.86 0.27 0.37 0.32 0.28 0.19 0.33 0.26 -0.56 0.24 0.28 -0.18 0.21 -1.11 0.24 -0.24 0.24 -0.02 0.30 -0.59

=====

No. 3
Formula: C5H13NO
Source: the OMol25 dataset
Level of theory: ωB97M-V/def2-TZVPD

```
20
Properties=species:S:1:pos:R:3:forces:R:3
H 0.769734 2.046868 0.372685 -0.8 0.3 0.0
H -0.825335 -1.411357 -1.289002 -0.4 0.2 0.1
H -2.025359 1.895591 0.637090 0.6 0.2 0.2
N 0.032284 0.167990 -0.206951 0.3 -0.4 -0.3
C 0.328973 -2.375091 -0.048582 -2.8 1.8 0.1
H 0.710449 0.924537 1.556016 1.1 -1.0 2.0
C -1.223055 1.661093 1.355499 -0.7 -0.7 -0.1
H -1.110596 2.387048 2.124036 0.1 1.4 0.2
H 1.161133 1.003421 -1.918196 -0.5 -0.3 0.9
O -0.741564 -2.338366 -1.068006 1.5 -0.8 0.5
H -0.190511 0.018473 -2.441746 0.1 0.4 1.7
H -0.469024 1.561495 -1.616649 -0.5 0.5 -0.1
H 1.276000 -0.807249 1.109187 -0.3 -0.3 -0.2
H -0.247084 -2.618221 0.900086 1.1 0.0 -0.9
H 1.895503 -0.867601 -0.433105 0.1 0.1 -0.9
H 1.084455 -3.097908 -0.303018 0.1 -0.4 0.0
C 0.110124 1.259359 0.791105 -0.1 0.3 -2.3
H -1.607982 0.848458 1.965829 -0.1 -0.6 -0.3
C 0.936595 -0.936396 0.067584 0.5 -0.7 1.6
C 0.135258 0.677857 -1.553860 0.6 -0.1 -2.2
```
Positions in Å, forces in eV/Å.

Molar mass   103.16 g mol⁻¹
Total charge   0
Lowest unoccupied orbital energy   0.989 eV
Maximum force   0.0646 hartree/bohr
Calculated total energy   -8931.8185 eV

And the Mulliken charges, in e, turn out to be: 0.44 0.37 0.29 0.07 -0.40 0.42 -1.20 0.42 0.33 -0.55 0.30 0.43 0.33 0.22 0.35 0.31 -0.74 0.30 -0.56 -1.11

=====

No. 4
Formula: C5H13NO
Source: the OMol25 dataset
Level of theory: ωB97M-V/def2-TZVPD

```
20
Properties=species:S:1:pos:R:3:forces:R:3
H 1.593166 1.221982 -0.722041 -0.1 0.1 -0.1
C 0.578267 -1.383151 0.186579 0.0 0.1 -0.2
H -0.300688 -2.007051 0.131536 -0.1 -0.3 0.2
H -3.076235 -0.090392 -2.805279 0.1 0.2 0.2
H 2.697076 -1.706886 0.528122 -0.1 -0.4 0.2
H -2.413025 1.742113 0.713628 -0.3 0.3 0.2
H -0.857858 2.253196 0.021788 -0.4 -0.1 -0.2
H 2.274209 -1.618524 -1.138849 -0.1 0.0 -0.1
H 1.254589 1.814988 0.904615 0.2 0.2 0.2
O -2.692438 -0.586161 -2.075586 0.0 -0.2 0.1
C 1.461739 0.929421 0.319849 -0.4 -0.2 -0.4
N -0.876773 0.360471 0.865336 -0.3 0.0 -0.2
H -2.335536 0.029561 -1.422028 0.0 0.0 -0.3
H -1.440429 -0.326887 1.327968 -0.2 0.0 0.0
H 2.383173 0.458920 0.604719 0.6 0.0 0.3
H -0.982749 2.300706 1.720102 -0.6 0.0 0.3
C 1.904158 -1.980451 -0.172505 0.0 0.3 -0.5
C 0.372945 -0.090774 0.443879 -0.2 0.2 0.1
H 1.800204 -3.055353 -0.285075 0.3 -0.1 0.3
C -1.343793 1.734272 0.853242 1.5 -0.3 -0.2
```
Positions in Å, forces in eV/Å.

Molar mass   103.16 g mol⁻¹
Total charge   0
Lowest unoccupied orbital energy   0.801 eV
Maximum force   0.0308 hartree/bohr
Calculated total energy   -8932.5333 eV

And the Mulliken charges, in e, turn out to be: 0.28 -0.25 0.31 0.30 0.32 0.34 0.35 0.28 0.41 -0.65 -1.40 -0.25 0.31 0.21 0.38 0.35 -1.28 0.71 0.33 -1.07

=====

No. 5
Formula: C5H13NO
Source: the OMol25 dataset
Level of theory: ωB97M-V/def2-TZVPD

```
20
Properties=species:S:1:pos:R:3:forces:R:3
H -1.033403 -0.186809 -2.050344 0.2 0.1 0.2
H -0.572091 3.311037 -4.986024 0.5 -0.1 -1.6
C 0.642971 -0.610804 2.429393 -0.4 -0.7 -1.3
H 0.436321 -1.765225 4.211781 0.0 -1.4 -1.2
H 1.678442 -0.282548 2.648361 -0.5 -0.2 0.2
H 1.260325 -1.469225 0.506083 0.9 -0.2 -0.1
H 0.304677 0.916349 -1.706267 0.6 -0.8 -0.8
C 0.587501 -0.741053 0.913081 -1.0 0.5 -3.2
H -1.698968 0.001561 1.398532 0.7 0.6 -1.0
H 0.496982 -1.004014 -1.881237 0.7 0.7 -0.2
C -0.053528 -0.119463 -1.555009 -1.0 0.2 0.4
H -0.495742 -2.510676 2.777326 -0.4 -0.2 0.1
N -1.412691 0.365884 0.474636 -0.9 2.1 -0.5
H -1.394136 1.407722 0.418929 -0.6 -1.1 0.3
H -0.026548 0.230382 2.705183 0.2 -0.8 0.5
H 1.302238 -2.647974 2.746035 -0.7 0.1 0.8
O -0.280189 3.248834 -5.936811 -1.0 -1.3 1.9
C 0.424114 -2.069505 3.114154 1.3 3.3 0.3
C -0.235118 -0.167297 -0.086730 1.1 -2.2 5.6
H 0.068836 4.092824 -6.141076 0.5 1.3 -0.3
```
Positions in Å, forces in eV/Å.

Molar mass   103.16 g mol⁻¹
Total charge   0
Lowest unoccupied orbital energy   0.737 eV
Maximum force   0.1184 hartree/bohr
Calculated total energy   -8931.6854 eV

And the Mulliken charges, in e, turn out to be: 0.34 0.32 -0.63 0.27 0.26 0.27 0.25 -0.59 0.25 0.31 -1.04 0.30 -0.58 0.21 0.38 0.27 -0.64 -0.84 0.56 0.31

=====

No. 6
Formula: C5H13NO
Source: the OMol25 dataset
Level of theory: ωB97M-V/def2-TZVPD

```
20
Properties=species:S:1:pos:R:3:forces:R:3
C 0.316413 -1.016774 0.565580 0.4 0.9 1.5
H 1.423801 1.636966 1.274932 -0.6 0.4 -0.3
H -2.078043 0.388933 0.469357 0.4 -0.4 0.3
H 0.483071 -3.559512 1.205970 0.0 0.4 -0.1
H 0.179905 2.698814 0.183529 0.0 -0.4 -1.3
C 0.421316 1.658271 0.785511 0.7 -1.3 1.3
H 0.738141 0.441141 -0.983923 -0.4 0.0 0.5
H -0.554693 -1.112322 1.306994 0.3 0.1 -1.1
H 1.981379 -2.978966 0.450164 -0.3 -0.4 -0.1
C 0.151346 0.430848 -0.042928 -2.6 0.4 -1.2
H -1.588136 -0.280758 -1.140993 -0.5 -0.8 -0.2
O -0.621530 3.318799 -0.902519 0.0 0.0 0.3
H 1.127185 -1.015859 1.332177 0.2 -0.6 -0.1
H -1.596122 1.436154 -0.839944 0.1 -0.7 0.2
C -1.393508 0.442930 -0.378702 1.0 2.1 -1.2
H 0.835731 -4.072139 -0.430949 0.2 -0.3 -0.4
N 0.306287 -2.062950 -0.326258 -0.1 0.0 1.5
H -0.394235 1.773043 1.511561 0.3 0.0 0.3
H -0.207749 3.962402 -1.495484 0.3 -0.1 0.3
C 0.919770 -3.242103 0.243891 0.5 0.6 -0.2
```
Positions in Å, forces in eV/Å.

Molar mass   103.16 g mol⁻¹
Total charge   0
Lowest unoccupied orbital energy   -3.871 eV
Maximum force   0.0552 hartree/bohr
Calculated total energy   -8925.6861 eV

And the Mulliken charges, in e, turn out to be: -0.55 0.36 0.40 0.30 0.28 -1.05 0.20 0.32 0.34 0.56 0.43 -0.76 0.49 0.37 -1.52 0.31 -0.23 0.31 0.22 -0.77